# 1
Density functional theory data (wB97M-V/def2-TZVPD) for a structure of composition C3H12ClN6O3Zr at a distorted geometry.

```
26
Properties=species:S:1:pos:R:3:mulliken_charge:R:1
Zr -8.23 -0.44 -8.04 1.8344
Cl -9.55 0.69 -9.83 -0.2887
O -12.96 -3.14 -13.33 -0.4325
O -12.86 3.42 -10.04 -0.4521
O -8.40 -2.16 -9.50 -0.5878
N -13.95 -1.74 -11.85 -0.3395
N -12.47 5.21 -11.39 -0.3327
N -10.76 3.77 -10.77 -0.1614
N -9.11 -2.72 -11.56 -0.2489
N -7.95 -4.26 -10.32 -0.3324
N -11.72 -1.52 -12.38 -0.3590
C -12.88 -2.20 -12.55 0.5945
C -12.07 4.09 -10.71 0.7603
C -8.53 -3.07 -10.42 0.6221
H -9.44 -3.50 -12.12 0.2474
H -11.07 -1.57 -13.15 0.3057
H -9.41 -1.77 -11.63 0.1912
H -14.88 -2.12 -12.02 0.2863
H -13.46 5.39 -11.42 0.2768
H -7.43 -4.50 -9.49 0.2319
H -13.88 -1.43 -10.89 0.2369
H -11.75 5.67 -11.94 0.2225
H -10.08 4.44 -11.10 0.2254
H -11.76 -0.81 -11.66 0.1552
H -8.09 -4.99 -11.00 0.2221
H -10.50 2.85 -10.46 0.1222
```

The total charge is +3. Its total energy is -32158.1412 eV. Its largest force on an atom is 0.1123 hartree/bohr. As for the LUMO energy: -15.86 eV.

=====

# 2
Density functional theory data (wB97M-V/def2-TZVPD) for an isolated molecule of C4H8N2 at a distorted geometry.

```
14
Properties=species:S:1:pos:R:3:nbo_charge:R:1
N 2.09 -0.68 -0.02 -0.8061
N 1.14 2.22 -0.52 -0.3488
C 0.71 -0.16 0.42 -0.1508
C 0.88 1.21 -0.02 0.2564
C -1.87 0.22 0.05 -0.6165
C -0.65 -0.73 -0.15 -0.3875
H -2.15 0.36 1.10 0.2081
H -0.54 -0.88 -1.23 0.2105
H -2.76 -0.17 -0.46 0.2223
H -1.68 1.22 -0.37 0.2224
H 2.85 -0.11 0.40 0.3721
H 0.62 -0.24 1.52 0.2331
H -0.91 -1.70 0.30 0.2179
H 2.26 -0.56 -1.02 0.3668
```

As for the SMILES: CC[C@@H](N)C#N. Its total energy is -7257.0041 eV. Its largest force on an atom is 0.0336 hartree/bohr. As for the LUMO energy: 0.96 eV.

=====

# 3
Density functional theory data (wB97M-V/def2-TZVPD) for an isolated molecule of C3H8O at a distorted geometry.

```
12
Properties=species:S:1:pos:R:3:nbo_charge:R:1
O 0.92 0.18 0.75 -0.5417
C 0.50 0.68 -0.53 -0.0555
C 0.47 -1.10 1.08 -0.2712
C -0.99 0.74 -0.77 -0.6433
H -1.34 -0.29 -0.67 0.2076
H 0.06 -1.81 0.38 0.1738
H -1.51 1.43 -0.09 0.2129
H 0.96 0.00 -1.26 0.1594
H -1.09 1.13 -1.79 0.2171
H -0.26 -0.97 1.85 0.1730
H 1.32 -1.67 1.59 0.1798
H 0.96 1.69 -0.55 0.1879
```

As for the SMILES: CCOC. Its total energy is -5287.1566 eV. Its largest force on an atom is 0.0570 hartree/bohr. As for the LUMO energy: 1.12 eV.

=====

# 4
Density functional theory data (wB97M-V/def2-TZVPD) for a structure of composition C39H45P3PtS2.

```
90
Properties=species:S:1:pos:R:3:mulliken_charge:R:1
Pt 0.36 0.23 0.19 2.0119
S -1.40 1.48 -1.79 -0.4795
S 0.14 2.56 1.00 -0.7502
P -1.27 2.94 -0.43 0.3893
P 2.42 0.42 -0.93 -0.4256
P 0.18 -0.76 2.26 -0.0310
C 1.49 -0.49 -3.45 -1.4012
C -1.10 -1.08 3.52 0.6723
C -2.91 3.70 1.71 -0.3928
C -1.09 6.05 -3.07 -0.6211
C -3.14 -1.64 5.32 -0.4872
C -0.26 5.54 -0.46 -0.4310
C 1.75 -0.59 3.16 0.4718
C -4.13 3.98 2.30 -0.7248
C 2.58 -1.67 3.42 -0.1900
C -0.09 -2.71 -1.02 -0.5099
C 3.36 0.89 4.17 -0.6732
C -1.32 4.80 -2.50 -0.4190
C 3.80 -1.47 4.05 -0.6608
C -1.82 -1.76 5.71 -0.7475
C -0.28 -4.06 -0.72 -0.5969
C 5.00 -0.72 -0.12 -1.7663
C 0.24 -2.32 1.32 0.5641
C -4.04 3.04 -0.31 -0.4105
C 3.14 2.08 -0.44 1.0488
C -5.26 3.32 0.28 -0.6572
C -2.86 3.23 0.40 0.8068
C 3.51 -1.00 -0.35 2.5139
C -2.43 -0.95 3.13 -0.5224
C -3.45 -1.24 4.02 -0.6924
C -0.80 -1.48 4.82 -0.2099
C -5.31 3.79 1.59 -0.4128
C 4.64 2.40 -0.50 -1.5133
C -0.91 4.55 -1.19 0.6057
C 2.40 3.15 -1.26 -1.5972
C 4.19 -0.19 4.42 -0.5918
C 3.37 -2.26 -1.21 -1.5892
C 2.14 0.69 3.53 -0.3744
C 2.45 0.49 -2.79 0.6725
C -0.03 6.78 -1.04 -0.6232
C -0.44 7.03 -2.34 -0.4302
C 3.84 0.42 -3.43 -1.3310
C 0.22 -1.83 0.01 -0.7787
C 0.02 -3.65 1.63 -0.3122
C -0.21 -4.53 0.58 -0.9420
H 1.37 2.88 -1.49 -0.1276
H 5.49 -0.34 -1.02 0.2862
H -2.66 -0.61 2.12 0.4021
H 2.04 1.49 -2.97 0.6230
H -4.17 4.33 3.32 0.4058
H 1.50 1.54 3.31 0.3897
H 4.04 -2.22 -2.08 0.3462
H 5.24 1.87 0.24 0.3954
H -1.99 3.82 2.27 0.3243
H 0.50 -0.43 -3.00 -0.0142
H -6.26 4.00 2.06 0.3881
H 2.36 -2.44 -1.56 0.0824
H -4.48 -1.14 3.72 0.4271
H 5.07 2.22 -1.49 0.1622
H 0.24 -1.57 5.13 0.3481
H 3.76 0.67 -4.50 0.4114
H 2.38 4.09 -0.71 0.5206
H 3.08 -1.23 0.62 -0.9880
H 0.49 7.55 -0.47 0.4058
H 1.39 -0.23 -4.51 0.5640
H 5.16 -0.03 0.70 0.2679
H 4.75 3.47 -0.29 0.4691
H -0.51 -4.75 -1.52 0.4420
H -3.99 2.65 -1.32 0.3934
H 3.67 1.89 4.45 0.4369
H -0.19 -2.37 -2.04 0.4165
H -1.58 -2.07 6.72 0.4097
H 5.47 -1.67 0.15 0.5198
H 2.28 -2.67 3.12 0.3723
H 3.66 -3.12 -0.61 0.4337
H 4.45 -2.32 4.24 0.4386
H 2.83 2.17 0.60 -0.1401
H -1.41 6.24 -4.08 0.4003
H -3.94 -1.86 6.02 0.3825
H -0.38 -5.59 0.78 0.3903
H 1.85 -1.52 -3.40 0.2606
H 0.08 5.33 0.54 0.4036
H 2.94 3.32 -2.20 0.4357
H 4.54 1.12 -2.99 0.1650
H -6.18 3.16 -0.27 0.3977
H 4.26 -0.58 -3.36 0.2076
H -1.81 4.02 -3.06 0.3814
H -0.25 8.00 -2.79 0.3812
H 5.15 -0.04 4.91 0.3753
H -0.03 -3.99 2.66 0.5454
```

Its total energy is -93960.2924 eV. Its largest force on an atom is 0.0161 hartree/bohr. As for the LUMO energy: 0.59 eV.

=====

# 5
Density functional theory data (wB97M-V/def2-TZVPD) for a cluster of 12 separate species, C74H176N12O15 in total at a distorted geometry.

```
277
Properties=species:S:1:pos:R:3:mulliken_charge:R:1
O 5.19 5.75 -2.06 -0.4436
O -3.56 9.57 -0.48 -0.4474
O 3.93 -1.62 -4.76 0.0674
O -3.31 -2.58 -3.19 0.4185
O -4.40 2.92 -1.23 -0.5628
O -0.18 -1.32 1.46 0.9529
O -5.77 -3.50 4.86 -0.5714
O 0.41 -8.07 -3.92 -0.4883
O 5.23 4.33 3.79 -0.4326
O -5.92 7.48 2.86 -0.4219
O 5.75 -2.79 -2.76 -0.3182
O -1.85 -6.17 1.98 -0.4388
O -1.34 4.66 -4.14 -0.4418
O 1.63 -2.94 2.62 -0.1742
O -1.40 5.48 3.41 -0.0501
N 0.58 -4.16 5.18 -0.7479
N -4.44 5.26 0.38 0.3135
N 1.38 7.16 1.88 -0.5422
N 6.00 -2.44 -7.69 -0.7119
N -3.96 -1.25 -6.51 -0.7114
N -0.56 -7.28 -4.58 0.3345
N 6.69 -1.91 -2.16 0.8602
N -2.00 7.16 -2.73 -0.3924
N 3.69 5.67 0.74 0.7570
N -2.45 -4.72 5.28 -0.2174
N -4.81 -2.64 5.44 1.2220
N 0.66 -0.43 0.75 0.3742
C -0.66 -5.97 -3.99 2.1069
C -2.85 8.39 -0.78 0.2552
C -1.27 -9.10 -5.99 -2.1850
C -3.22 -0.84 5.11 -1.2196
C 4.73 5.60 1.75 -0.7739
C 0.70 -5.29 -4.09 -2.0936
C -4.07 -3.05 -2.15 -0.9159
C 8.02 -2.49 -1.98 1.5057
C -0.77 3.48 -4.53 -0.4463
C 3.88 6.76 -0.20 -0.2567
C 1.81 0.42 2.72 -1.7098
C -4.16 1.79 -2.05 -0.3026
C -1.14 4.90 -2.77 0.3844
C 0.31 -1.77 -1.22 -1.4855
C 5.66 -0.30 -6.64 -1.4269
C -4.11 3.94 0.91 -0.7639
C -0.21 1.62 1.91 -0.8443
C -4.42 -1.60 4.51 1.8819
C 1.70 -2.32 6.27 -1.7577
C -2.73 -7.16 -5.68 -1.7291
C -2.97 -5.82 -5.02 -0.4382
C -3.27 10.02 0.81 -0.3877
C 1.06 0.52 -1.48 -0.2138
C 8.48 -0.53 -0.39 -0.8237
C -1.29 0.06 -0.72 0.6396
C -5.07 -2.38 6.87 1.7276
C -5.53 -0.59 4.14 -1.7662
C -1.74 -8.06 -4.97 2.0525
C 4.27 4.61 2.81 -0.0155
C -1.57 4.70 4.58 -0.8838
C 1.92 1.59 0.57 -0.5100
C 6.07 -1.17 -1.08 1.8139
C 5.17 4.41 -1.61 -0.1197
C -5.48 5.94 1.12 -1.3093
C -3.10 -1.67 -5.39 0.8281
C -1.75 -5.79 0.64 -0.4025
C -6.39 -1.62 7.12 -1.6543
C 0.17 -0.37 -0.62 2.2859
C -0.07 5.70 3.13 -1.0959
C -1.66 -5.11 -4.76 -0.7304
C 2.65 -1.91 -4.35 -0.6955
C 7.03 -0.06 -0.64 -1.1913
C 4.27 -2.24 -5.99 -1.0368
C -3.93 -2.22 3.23 -1.5096
C 5.13 6.72 -1.04 -0.9007
C 2.23 -2.90 3.89 -1.6282
C -2.06 -5.10 2.88 0.4115
C -1.01 -6.06 -2.49 -1.2992
C 0.03 6.49 1.87 0.5933
C -2.21 5.82 -2.25 -0.2634
C -2.40 -5.73 4.20 0.1297
C 0.00 5.66 0.60 0.3236
C -4.97 6.55 2.42 0.5712
C 2.47 -3.38 1.57 -0.4383
C 5.66 -1.80 -6.42 1.4489
C 1.31 1.86 -0.80 0.5201
C 8.96 -1.39 -1.55 -1.2304
C 5.63 -1.98 0.14 -1.2279
C 1.16 -2.81 4.95 2.0685
C -5.48 8.20 3.97 -0.6637
C -3.87 -1.60 7.42 -1.6045
C -3.60 -6.68 4.17 -1.7099
C -2.33 -0.47 -4.83 -0.8017
C -3.54 3.04 -0.15 0.9537
C 8.07 -3.68 -1.01 -1.7331
C -2.43 -8.80 -3.79 -1.8666
C 4.85 -0.44 -1.64 -2.1342
C -3.47 -0.40 6.56 -0.7773
C 8.50 -2.98 -3.35 -2.0573
C -3.06 8.06 -2.24 -0.6137
C -5.12 -3.72 7.59 -1.8662
C 5.40 5.37 4.70 -0.7048
C -4.04 -2.19 -4.33 -1.3226
C 1.00 0.80 1.47 2.9716
H 5.67 5.24 1.33 0.3287
H -0.71 -9.95 -5.60 0.4920
H 0.92 5.11 0.39 0.1329
H -3.16 7.56 -0.13 -0.1683
H -0.15 5.30 -2.53 0.3020
H -2.62 4.77 4.87 0.2189
H -1.08 0.97 1.95 -0.2069
H -1.63 -0.19 -1.73 -0.5608
H -4.84 5.73 3.15 0.2638
H 0.95 -5.13 -5.15 0.6327
H -3.45 -5.96 -4.04 0.0493
H -0.78 7.22 1.88 0.2240
H -6.99 -2.15 7.87 0.4976
H -5.34 7.59 4.87 0.2771
H -1.35 3.66 4.37 0.2220
H -2.99 -2.22 7.56 0.4006
H -5.83 6.77 0.50 0.4049
H -2.41 -2.43 -5.76 0.3591
H -1.17 -4.74 -5.67 0.6326
H 6.38 -2.02 0.93 0.2371
H 0.36 -2.15 4.61 -0.5496
H 2.61 -2.86 6.54 0.3549
H 4.49 0.26 -0.88 0.3064
H -0.35 -6.81 -2.06 0.6791
H -4.67 -3.02 -4.66 0.3600
H -4.27 -4.36 7.38 0.1776
H 2.96 -2.08 3.93 0.3509
H -3.72 -7.13 5.16 0.4275
H -1.01 5.12 5.42 0.4268
H 3.53 -1.98 -6.76 0.3844
H 2.85 5.96 1.26 -0.5797
H 7.80 -3.65 -3.85 0.3992
H -4.00 7.04 2.27 -0.1992
H 7.30 -4.40 -1.27 0.2800
H 5.81 -3.44 -7.69 0.2653
H -0.71 -5.78 0.31 0.2694
H 8.51 -1.09 0.55 0.3405
H 1.34 -2.11 -1.09 0.3218
H -4.26 0.37 6.50 0.3227
H -1.77 8.55 -0.63 0.1773
H 2.41 -1.39 -3.42 -0.3338
H 0.96 -2.39 7.06 0.3942
H 1.99 2.46 -1.41 0.6407
H 2.81 -4.40 1.73 0.4832
H 4.07 -1.18 -1.83 0.2323
H 2.18 1.31 3.23 0.4322
H 1.89 -1.61 -5.08 0.5447
H -6.32 5.26 1.33 0.4294
H 0.44 6.24 3.95 0.4875
H -2.24 -6.60 0.08 0.1586
H 5.25 0.21 -5.77 0.2810
H 2.00 0.02 -1.68 -1.0845
H 4.22 -3.33 -5.80 0.4170
H -3.43 -3.16 -1.27 0.0157
H -4.54 8.74 3.79 0.2212
H 1.17 -0.14 3.39 0.4412
H -0.12 2.04 2.92 0.4388
H 0.36 2.38 -0.68 -1.1572
H -3.22 5.44 -2.49 0.6027
H -5.07 1.58 -2.62 0.4256
H 0.33 3.45 -4.40 0.3364
H 5.71 6.31 4.22 0.2766
H -3.22 -8.17 -3.36 0.3086
H -6.28 -0.59 7.44 0.3172
H 2.81 -3.82 4.04 0.6667
H -0.96 3.30 -5.59 0.3190
H -0.48 2.46 1.26 -0.6470
H -2.18 10.12 0.93 0.2740
H -0.79 4.91 0.55 -0.8406
H 5.45 -2.08 -8.47 0.2883
H -3.66 -7.69 -5.92 0.4973
H 5.84 -2.59 -3.70 -0.0183
H -3.76 -1.41 2.50 0.3720
H 7.00 0.79 -1.31 0.5246
H -3.58 9.31 1.60 0.0067
H -0.44 -4.14 5.38 0.3589
H 2.61 -2.98 -4.09 0.3787
H -1.23 3.95 -2.21 -0.3754
H -6.27 8.93 4.16 0.2627
H 6.06 4.19 -1.00 0.2568
H 6.00 6.61 -0.38 0.3673
H -4.03 7.54 -2.33 0.2860
H 5.07 0.09 -2.57 0.4554
H 0.63 -4.75 4.35 0.2694
H -1.13 2.60 -3.97 -0.0328
H -0.81 -5.12 -1.97 -0.1048
H 5.24 7.69 -1.53 0.3776
H 0.06 -1.73 -2.29 0.0797
H -3.99 0.87 -1.47 0.1503
H -7.07 -1.66 6.26 0.2863
H 0.77 -4.36 -3.54 -0.2289
H 3.29 4.92 3.22 0.1752
H 1.45 7.74 2.73 0.2814
H -2.20 5.78 -1.16 -0.3566
H 4.48 5.60 5.25 0.2536
H -2.05 -6.33 -2.32 0.3229
H -5.95 -0.14 5.04 0.4287
H 5.04 -0.08 -7.51 0.3918
H -3.28 1.96 -2.68 -0.0374
H -2.12 -9.54 -6.52 0.4598
H -3.45 2.05 0.32 0.4757
H -3.39 -7.50 3.48 0.4137
H 9.19 -0.74 -2.39 0.4166
H -2.98 -0.01 4.47 0.5982
H -2.88 -4.47 2.51 0.3274
H -1.41 1.14 -0.66 -0.6938
H -2.36 -6.97 -6.70 0.4171
H 4.08 3.66 2.31 -0.1172
H -5.17 -3.56 8.67 0.4960
H 3.02 6.80 -0.87 0.1032
H 1.98 -1.26 6.22 0.3264
H -3.03 0.29 -4.48 0.0213
H -4.35 -0.33 -6.37 0.2412
H 0.77 -8.60 -4.64 0.3896
H -6.37 -1.15 3.71 0.3883
H -4.52 -6.17 3.89 0.2595
H 6.37 -2.16 -5.67 -0.4726
H -3.29 4.06 1.63 -0.2012
H 1.29 7.90 1.17 0.2940
H -2.57 0.13 6.90 0.4426
H 3.91 7.72 0.35 0.4762
H -3.49 -1.29 -7.41 0.2765
H -3.79 10.96 0.97 0.3036
H 6.21 5.14 5.39 0.3319
H 8.58 -2.12 -4.02 0.4121
H -1.84 -4.26 -4.10 -0.5606
H -1.98 -0.42 -0.03 -0.3795
H 9.95 -1.82 -1.34 0.4364
H 7.86 -3.36 0.02 0.3575
H -3.08 8.96 -2.85 0.4438
H 3.24 -2.63 1.37 0.0668
H 5.20 3.76 -2.48 0.2444
H -4.17 -1.19 8.39 0.4666
H 0.50 4.76 3.01 -0.0218
H -2.33 -4.91 0.34 0.1368
H -4.65 -2.90 2.78 0.5169
H -1.51 -6.33 4.43 0.4319
H -4.50 -4.03 -2.40 0.2501
H -2.92 -2.64 3.29 -0.4185
H 4.89 6.58 2.23 0.4743
H 0.41 -1.97 1.94 -0.1953
H 9.49 -3.42 -3.33 0.4406
H -1.18 -4.45 2.95 -0.4121
H -4.81 5.03 -0.54 0.2084
H 4.26 4.17 -1.06 -0.0852
H 2.20 2.57 0.98 -0.4047
H -0.34 -2.52 -0.76 0.2406
H -2.90 -9.72 -4.13 0.4873
H -0.27 6.36 -0.20 0.1781
H 4.74 -1.53 0.60 -0.6146
H -2.60 -5.21 6.16 0.3184
H -3.68 -5.26 -5.62 0.4154
H -2.11 7.14 -3.74 0.3259
H 0.53 0.70 -2.42 0.6005
H -1.72 -9.03 -3.00 0.2719
H -3.32 -4.17 5.20 -0.3672
H 9.11 0.35 -0.29 0.4524
H 1.84 -3.41 0.67 0.0383
H -6.00 -4.27 7.26 0.4558
H -2.54 3.34 -0.50 -0.9625
H -2.36 -1.53 5.09 -0.0797
H -1.72 -0.78 -3.97 -0.1720
H -1.61 -0.12 -5.57 0.4925
H -6.63 -3.04 4.85 0.3604
H -5.21 0.20 3.47 0.2998
H 1.51 -5.97 -3.81 0.6196
H -4.85 -2.34 -1.82 0.3730
H -0.64 -8.59 -6.73 0.4610
H 9.06 -4.13 -0.99 0.4669
H -4.75 -1.37 -4.10 0.4541
H 2.89 1.08 0.41 -0.5354
H 5.32 -3.00 -0.11 0.5877
H 2.69 -0.16 2.44 -0.0792
H 6.66 0.12 -6.75 0.3836
H 6.68 0.26 0.35 0.2939
H -4.93 3.42 1.42 0.4756
```

As for the SMILES: CC1(C)CCCC(C)(C)N1O.CC1(C)CCCC(C)(C)N1O.CC1(C)CCCC(C)(C)N1O.CC1(C)CCCC(C)(C)N1O.COC[C@H](C)N.COC[C@H](C)N.COC[C@H](C)N.COC[C@H](C)N.COC[C@H](C)N.COCCNCCOC.COCCNCCOC.COCCNCCOC. Its total energy is -128176.1170 eV. Its largest force on an atom is 0.0399 hartree/bohr. As for the LUMO energy: 0.32 eV.

=====

# 6
Density functional theory data (wB97M-V/def2-TZVPD) for a structure of composition C11H15BrFLiO3PS at a distorted geometry.

```
34
Properties=species:S:1:pos:R:3:nbo_charge:R:1
Br 0.96 -2.78 2.52 0.0486
S 0.87 -2.90 -2.42 -0.5391
P -0.07 -2.75 -0.72 0.8531
F 0.31 1.03 2.85 -0.3203
O 2.56 -0.88 -0.53 -0.5140
O 1.83 0.29 1.22 -0.5108
O 1.30 0.41 -2.70 -0.6962
C -0.21 1.98 -1.75 -0.4207
C 0.17 -1.10 0.18 -0.4938
C 0.89 -0.02 2.23 0.4139
C 0.00 -1.21 1.73 -0.0060
C 1.64 -0.61 0.16 0.8113
C 1.24 1.67 -2.10 0.0061
C -2.75 0.93 2.40 -0.1783
C -0.63 1.34 -0.40 -0.4224
C -2.26 -0.16 2.23 -0.0477
C -0.88 -0.19 -0.54 -0.4256
C -1.43 -1.38 2.28 -0.5322
Li 2.50 3.96 -3.58 0.9876
H -0.88 1.67 -2.56 0.2300
H -0.31 3.08 -1.66 0.2017
H 0.14 -3.83 0.16 0.0138
H 1.53 -0.45 3.02 0.1690
H -1.90 -0.49 -0.25 0.2467
H -3.19 1.90 2.43 0.2444
H 2.21 0.09 -2.71 0.4973
H -1.92 -2.13 1.64 0.2439
H 1.83 1.72 -1.17 0.1935
H 0.04 1.62 0.42 0.2266
H -0.81 -0.44 -1.61 0.2540
H -1.38 -1.84 3.27 0.2750
H 1.68 2.41 -2.85 -0.0312
H -1.46 -2.74 -1.01 -0.0171
H -1.61 1.80 -0.17 0.2387
```

The total charge is +1. Its total energy is -110872.3070 eV. Its largest force on an atom is 0.0657 hartree/bohr. As for the LUMO energy: -5.22 eV.

=====

Question: What is the formula in the fourth record?
Answer: C39H45P3PtS2